No. 1
Here is a cluster of 6 separate species, C46H52F5N7O15PS in total at a distorted geometry from OMol25. Energies are from ωB97M-V/def2-TZVPD.

- HOMO-LUMO gap: 4.9496 eV
- HOMO: -4.9 eV
- Total charge: -1

Geometry (Å):
C 0.98637 -4.00606 4.97066
C 0.91266 -3.07991 5.77349
P 0.71881 -1.48378 6.83524
F 0.21761 -2.60438 8.08171
C 0.40431 0.06387 7.91489
C 0.68869 -0.17722 9.45902
C -0.64669 -0.24999 10.30387
N -1.73573 -1.03413 9.62526
O -0.91700 -1.54142 6.26666
C -0.97889 -1.03967 4.92034
C -2.32252 -0.22548 4.95836
F -2.20775 0.89174 5.83315
F -2.75242 0.26120 3.71303
C -3.50190 -1.10130 5.59185
F -4.75859 -0.55968 5.24415
F -3.43647 -2.43830 5.18554
C 0.37895 -0.31724 4.41920
C 0.33139 1.20725 3.99057
C 1.33702 2.13821 4.83479
C 1.31160 3.55285 4.07620
C 2.07532 4.71013 4.85088
S 1.84260 4.72284 6.66662
O 2.68621 3.66906 7.25674
O 2.27891 6.03770 7.17389
O 0.26343 4.51098 7.10116
N 0.76461 -1.13758 3.24831
C 2.02152 -1.07190 2.93369
C 3.18724 -1.86617 3.66942
C 2.51381 -0.19340 1.69824
O 1.21688 -0.36998 5.59845
H 1.05547 -4.57158 4.00903
H 2.05661 -1.71902 7.32346
H -0.66260 0.44395 7.81258
H 1.06859 0.91188 7.58331
H 1.26380 0.73234 9.83758
H 1.38925 -1.05299 9.64051
H -0.51221 -0.73581 11.32577
H -1.05455 0.78723 10.48335
H -1.59959 -2.02901 9.81958
H -2.64199 -0.73399 9.99669
H -1.11722 -1.87065 4.15604
H -3.41347 -0.99713 6.71473
H -0.68108 1.69586 4.10504
H 0.62460 1.38325 2.90598
H 0.87852 2.21431 5.85698
H 2.38417 1.73529 4.85576
H 1.88991 3.36760 3.11223
H 0.27189 3.84520 3.75408
H 3.15306 4.70349 4.52797
H 1.64888 5.69345 4.47098
H 0.18470 3.64351 7.55824
H 3.18657 -2.95144 3.33608
H 4.18754 -1.44474 3.32065
H 3.16238 -1.74933 4.78498
H 1.69288 0.00615 0.95715
H 2.88448 0.77265 2.16892
H 3.40553 -0.65973 1.19409
C 7.20057 0.20717 -3.80639
C 7.65298 -0.21218 -2.55986
C 6.91414 0.07527 -1.41894
C 5.72296 0.77981 -1.54071
C 5.26908 1.20861 -2.78037
C 6.01285 0.91984 -3.91529
N 4.92309 1.06502 -0.34609
O 5.35111 0.68920 0.73264
O 3.86864 1.65664 -0.49973
H 7.77550 -0.02398 -4.69677
H 8.58059 -0.76695 -2.47824
H 7.27456 -0.25638 -0.45301
H 4.34280 1.76155 -2.87803
H 5.66466 1.24655 -4.88590
C -6.79024 -3.02730 3.48194
C -5.52143 -2.94992 2.92129
C -5.35947 -3.07834 1.54727
C -6.47825 -3.27956 0.74595
C -7.74979 -3.36560 1.30099
C -7.90231 -3.23910 2.67452
N -6.31945 -3.39073 -0.70745
O -5.18963 -3.33026 -1.16796
O -7.32850 -3.53393 -1.37982
H -6.91324 -2.92076 4.55434
H -4.65879 -2.78603 3.55573
H -4.36577 -3.01617 1.12071
H -8.62322 -3.52702 0.68133
H -8.88968 -3.30156 3.11738
C -4.12288 -1.34071 -3.66088
C -3.30723 -1.26849 -4.78393
C -2.00228 -0.80998 -4.66736
C -1.52281 -0.43052 -3.41960
C -2.33414 -0.49255 -2.29138
C -3.64002 -0.94994 -2.41785
N -0.13605 0.03067 -3.29083
O 0.54084 0.08969 -4.30788
O 0.26370 0.32504 -2.17967
H -5.14041 -1.70454 -3.75428
H -3.68917 -1.57311 -5.75158
H -1.37587 -0.75775 -5.54915
H -1.96645 -0.19344 -1.31720
H -4.28129 -1.00575 -1.54725
C 0.99764 2.89520 -8.41294
C 1.08966 1.62353 -7.85988
C 2.33052 1.10083 -7.52212
C 3.47236 1.86315 -7.73879
C 3.39047 3.13268 -8.29794
C 2.14605 3.64744 -8.63591
N 4.78094 1.32268 -7.35891
O 4.81285 0.19780 -6.88899
O 5.76204 2.02900 -7.52881
H 0.02563 3.30306 -8.67046
H 0.19237 1.04134 -7.68904
H 2.39055 0.10895 -7.09134
H 4.27819 3.72803 -8.47256
H 2.06961 4.63760 -9.06991
C -1.45150 -1.27239 -12.80583
C -0.94099 -1.56965 -11.54775
C -1.28746 -0.78725 -10.45450
C -2.14971 0.28780 -10.63292
C -2.65863 0.59648 -11.88818
C -2.30541 -0.18888 -12.97718
N -2.53764 1.10144 -9.47613
O -2.05627 0.81255 -8.39241
O -3.32031 2.01650 -9.66198
H -1.18337 -1.88885 -13.65709
H -0.27443 -2.41439 -11.41893
H -0.88394 -1.02781 -9.47865
H -3.32705 1.43637 -12.03213
H -2.69874 0.04091 -13.96049

=====

No. 2
Here is a cluster of 10 separate species, C46H52N9O18 in total at a distorted geometry from OMol25. Energies are from ωB97M-V/def2-TZVPD.

- HOMO-LUMO gap: 6.7097 eV
- HOMO: -6.3 eV
- Energy relative to the best compared isomer or geometry (same formula, charge and spin): 30.4 kcal per mole
- Total charge: -1

Geometry (Å):
C -44.17544 38.65714 5.47839
O -44.31124 37.44177 5.52413
O -43.17488 39.11780 4.80847
O -44.93294 39.50833 5.84802
H -42.40730 38.52875 4.73324
C -41.03293 36.64379 5.45561
C -39.54863 36.96091 5.52425
C -38.61313 36.33182 4.40141
C -39.35211 35.74874 3.24723
C -40.84548 35.55632 3.25175
C -41.68243 36.02270 4.38635
N -38.54840 35.04520 2.07808
O -39.25816 34.59160 1.16006
O -37.35453 35.07733 2.23536
H -41.71538 36.92970 6.24749
H -39.04970 37.55712 6.41227
H -37.55781 36.21771 4.67496
H -41.31643 35.09509 2.44682
H -42.59416 36.07211 4.20044
C -48.27588 42.91157 5.05301
C -47.10769 42.66495 5.96288
C -46.49898 43.96808 6.72307
C -47.17190 45.37208 6.44852
C -48.41107 45.31993 5.56107
C -48.92127 44.09737 4.87170
N -46.55127 46.61440 6.95578
O -45.45680 46.50514 7.61035
O -47.19667 47.67107 6.71385
H -48.76101 42.04062 4.73084
H -46.51923 41.95324 6.06902
H -45.57588 43.78566 7.18428
H -49.02972 46.21251 5.33446
H -49.83113 43.97250 4.24789
C -49.91563 38.89462 6.96731
C -48.35479 38.66977 7.06451
C -47.62516 39.54667 8.07832
C -48.33405 40.38691 9.12571
C -49.74695 40.46370 9.10863
C -50.61419 39.84334 7.94501
N -47.47927 41.10607 10.09277
O -46.47985 41.84418 9.71260
O -48.05278 41.34140 11.15042
H -50.59849 38.27186 6.38472
H -47.76337 37.97620 6.45559
H -46.52196 39.37060 8.00665
H -49.99389 41.14738 9.84856
H -51.64696 40.05565 7.66969
C -45.04372 33.68294 7.36104
C -46.18956 33.02848 8.21453
C -47.00808 33.77404 9.26279
C -46.72468 35.27174 9.46158
C -45.55985 35.92679 8.62442
C -44.86071 35.10383 7.55333
N -47.45881 36.20036 10.36608
O -48.62562 35.86782 10.61334
O -46.79388 37.11774 10.80109
H -44.42944 33.05384 6.72137
H -46.33135 31.94334 8.02826
H -47.76975 33.13360 9.85696
H -45.13666 36.84373 8.71977
H -44.17690 35.59898 7.10341
C -43.39786 41.42960 10.38172
C -43.36555 40.57457 9.15316
C -42.50626 39.30296 9.02807
C -41.73529 38.84959 10.27125
C -41.78206 39.70598 11.50371
C -42.68733 40.97506 11.53424
N -40.78968 37.77555 10.35729
O -40.71832 37.03573 9.31520
O -39.97831 37.74143 11.23019
H -44.07673 42.07537 10.51052
H -43.84714 40.75769 8.25476
H -42.57850 38.75768 8.00030
H -41.30954 39.54074 12.40072
H -42.91060 41.58991 12.37486
C -45.62451 33.16419 2.74081
C -45.67736 34.34539 3.78550
C -46.93211 34.50120 4.69743
C -48.03533 33.39542 4.68057
C -47.85488 32.29673 3.58350
C -46.64038 32.21965 2.68840
N -49.33027 33.63613 5.55092
O -50.05846 32.63962 5.64026
O -49.51717 34.77798 5.83746
H -44.80674 33.06854 1.92060
H -45.07722 35.29953 3.78478
H -46.91430 35.12947 5.47617
H -48.50343 31.45539 3.52914
H -46.55603 31.45867 1.90671
C -44.73568 37.30065 2.02843
O -43.59068 37.42743 1.76509
N -45.49618 36.46607 1.27140
C -46.98277 36.48838 1.47286
C -44.93822 35.74256 0.26229
H -45.30403 37.88449 2.88352
H -47.40097 35.44528 1.40547
H -47.59206 36.90301 0.58645
H -47.30418 37.11563 2.18964
H -45.38352 34.95660 -0.32719
H -44.13118 35.07905 0.78699
H -44.42682 36.40086 -0.41488
C -49.34493 39.45850 3.46593
O -50.28660 39.18275 2.77960
N -48.28501 40.04522 2.78864
C -47.02086 40.27644 3.52304
C -48.22015 40.29194 1.28492
H -49.17368 39.36324 4.56830
H -45.97336 40.03564 2.95324
H -46.87313 39.66073 4.48872
H -46.79495 41.17900 3.74688
H -48.96829 41.19585 1.03003
H -48.47852 39.40861 0.86338
H -47.17893 40.63120 0.94102
C -43.73379 41.97169 1.30904
O -43.95457 42.18817 0.05883
N -44.32220 42.72063 2.19069
C -43.92298 42.75579 3.60055
C -45.34163 43.69503 1.92827
H -43.00244 41.27659 1.72299
H -43.00328 43.39524 3.93859
H -43.64281 41.75310 4.02041
H -44.88391 43.22237 4.24347
H -45.82027 44.28031 2.71349
H -46.39634 43.40283 1.55741
H -44.99877 44.59698 1.32699

=====

No. 3
Here is a structure of composition C46H53MnN2O2PS2 at a distorted geometry from OMol25. Energies are from ωB97M-V/def2-TZVPD.

- ⟨S²⟩: 3.8715
- HOMO-LUMO gap (spin up / spin down): 6.3275 / 7.5692 eV
- HOMO (spin up / spin down): -6.7 / -8.0 eV
- Energy relative to the best compared isomer or geometry (same formula, charge and spin): 0.0 kcal per mole
- Multiplicity: 4
- Total charge: 0

Geometry (Å):
Mn 0.98051 -0.00132 0.50968
C 5.21612 -0.13015 0.44227
C 3.81914 -0.22177 0.97416
O 2.90021 0.08337 0.18179
C 3.57441 -0.64341 2.32921
C 4.59830 -0.54884 3.29924
C 4.37674 -0.90873 4.59986
C 3.10879 -1.40980 4.95918
C 2.10972 -1.55299 4.03370
C 2.30232 -1.16901 2.68906
O 1.34037 -1.35953 1.83038
H 5.18786 0.09434 -0.62258
H 5.74575 -1.06738 0.61757
H 5.76005 0.66558 0.95619
H 5.56960 -0.16093 3.01104
H 5.16047 -0.80908 5.33936
H 2.91765 -1.68065 5.99275
H 1.13375 -1.93906 4.30277
C -2.73894 3.29158 -1.91468
C -1.37595 2.72885 -2.34123
C -1.28811 2.68055 -3.87266
C -0.23087 3.51188 -1.71381
C -0.18532 4.88162 -1.94696
C 0.76177 5.68584 -1.34330
C 1.65579 5.10877 -0.45934
C 1.65725 3.74032 -0.19478
C 2.68605 3.24341 0.80693
C 2.57526 3.96451 2.15747
C 4.10052 3.37222 0.24363
C 0.72919 2.91898 -0.86928
N 0.73135 1.48045 -0.77207
C 0.80161 0.82628 -1.93308
C 0.73454 -0.56917 -1.99660
N 0.60600 -1.34723 -0.90179
C 0.52908 -2.77555 -1.17395
C -0.64385 -3.46756 -0.81499
C -0.85610 -4.76024 -1.28678
C 0.06349 -5.39047 -2.09772
C 1.26576 -4.75472 -2.34820
C 1.55564 -3.47773 -1.86585
C 3.05690 -3.14452 -1.93305
C 3.54317 -1.84267 -2.57945
C 3.65045 -3.36764 -0.53660
C -1.65730 -2.92183 0.17727
C -1.32016 -3.46386 1.57688
C -3.11328 -3.23976 -0.17363
H -3.53453 2.58455 -2.17329
H -2.95269 4.23649 -2.42455
H -2.77538 3.47030 -0.83682
H -1.32116 1.71146 -1.97379
H -1.40480 3.68099 -4.29774
H -2.08235 2.04593 -4.27683
H -0.32956 2.28271 -4.21742
H -0.91972 5.32564 -2.61244
H 0.79179 6.75114 -1.54316
H 2.38925 5.73633 0.03827
H 2.49203 2.20371 1.00020
H 2.88994 5.01063 2.08649
H 3.21749 3.47275 2.89662
H 1.54826 3.94495 2.53011
H 4.31616 4.41015 -0.02802
H 4.22812 2.75582 -0.65154
H 4.84009 3.06548 0.99312
H 0.90880 1.37464 -2.86178
H 0.77899 -1.03335 -2.97375
H -1.77699 -5.27057 -1.02157
H -0.12593 -6.38549 -2.48371
H 2.04012 -5.28204 -2.89673
H 3.46979 -3.93520 -2.55925
H 3.32546 -0.95915 -1.98990
H 3.10646 -1.71699 -3.57407
H 4.62952 -1.89839 -2.70467
H 3.18618 -2.70865 0.19497
H 4.73656 -3.21550 -0.53886
H 3.45298 -4.39092 -0.20809
H -1.53707 -1.85171 0.21406
H -1.27796 -4.55700 1.55980
H -2.08314 -3.16619 2.30529
H -0.35020 -3.08636 1.91309
H -3.36581 -4.27619 0.07089
H -3.32084 -3.07804 -1.23140
H -3.78464 -2.59465 0.40131
S 0.21102 1.41823 2.25522
P -2.90579 1.28677 1.09415
S -1.22124 0.08463 1.69099
C -4.18998 0.63734 2.25102
C -4.16106 -0.60261 2.88977
C -5.21391 -1.00137 3.70386
C -6.30806 -0.16728 3.89556
C -6.33399 1.08127 3.28908
C -5.27516 1.48426 2.48490
C -3.44324 0.52085 -0.50587
C -4.77547 0.64281 -0.91541
C -5.16952 0.23321 -2.18340
C -4.24078 -0.29833 -3.07167
C -2.91849 -0.42509 -2.67424
C -2.52874 -0.01861 -1.40385
H -3.31203 -1.26075 2.75892
H -5.17655 -1.96994 4.19141
H -7.13063 -0.48233 4.52748
H -7.17330 1.74884 3.45069
H -5.28084 2.48115 2.05238
H -5.52322 1.04968 -0.24420
H -6.20775 0.33615 -2.47652
H -4.54920 -0.61265 -4.06121
H -2.17852 -0.84749 -3.34945
H -1.49444 -0.12902 -1.11239

=====

No. 4
Here is a structure of composition C46H54CsO5PSSe at a distorted geometry from OMol25. Energies are from ωB97M-V/def2-TZVPD.

- HOMO-LUMO gap: 5.3907 eV
- HOMO: -1.6 eV
- Energy relative to the best compared isomer or geometry (same formula, charge and spin): 19.4 kcal per mole
- Total charge: -2

Geometry (Å):
Cs 0.09907 -0.12680 -0.82326
C -0.16773 -4.27236 6.40812
C -0.94967 -5.00206 5.31434
C -2.36063 -5.28045 5.85488
C -0.24554 -6.34051 5.04728
C -1.02522 -4.19457 4.02196
C -0.42267 -2.96074 3.86246
C -0.47023 -2.26032 2.66478
Se 0.37765 -0.54209 2.57988
C 2.24639 -0.97712 2.66169
C 2.74817 -1.29950 3.91479
C 4.07315 -1.63650 4.12172
C 4.89927 -1.57310 2.99406
C 4.47648 -1.21120 1.72998
C 3.06472 -0.94846 1.48051
O 2.61188 -0.71454 0.32044
C 5.54672 -1.19627 0.62267
C 5.92886 -2.64719 0.28680
C 6.80570 -0.45815 1.11597
C 5.14337 -0.50543 -0.68579
C 4.63573 -2.05854 5.47471
C 5.77717 -1.12048 5.89502
C 3.57564 -2.02643 6.57738
C 5.17780 -3.49306 5.38603
C -1.16368 -2.75779 1.52147
O -1.22334 -2.13984 0.41064
C -1.82242 -4.04252 1.70723
C -1.72285 -4.69958 2.91295
C -2.60812 -4.63635 0.54006
C -3.76292 -3.69639 0.15799
C -3.22224 -6.00058 0.87920
C -1.68283 -4.84507 -0.66815
H -0.14375 -4.87916 7.31752
H -0.62617 -3.31229 6.65213
H 0.86213 -4.08526 6.09925
H -2.31554 -5.86804 6.77806
H -2.95814 -5.83397 5.12937
H -2.87829 -4.34291 6.06464
H -0.18494 -6.93968 5.96266
H 0.76592 -6.16868 4.67627
H -0.78031 -6.92162 4.29485
H 0.11547 -2.50413 4.68390
H 2.05114 -1.28388 4.74320
H 5.94823 -1.82533 3.12592
H 6.29889 -3.17037 1.17131
H 6.70542 -2.67703 -0.48536
H 5.05461 -3.18579 -0.08193
H 7.26733 -0.93347 1.98233
H 6.55727 0.56888 1.38986
H 7.55496 -0.42866 0.31898
H 4.32339 -1.01688 -1.17713
H 6.01617 -0.48597 -1.34953
H 4.81718 0.51918 -0.50984
H 5.41466 -0.09439 5.97539
H 6.58504 -1.12965 5.16217
H 6.19179 -1.42081 6.86334
H 3.16284 -1.02362 6.70116
H 4.01833 -2.33220 7.52957
H 2.74989 -2.70465 6.35604
H 5.96386 -3.56864 4.63324
H 4.38108 -4.18275 5.10334
H 5.59327 -3.81424 6.34756
H -2.21504 -5.66006 3.02252
H -4.45832 -3.59178 0.99563
H -4.31547 -4.10890 -0.69327
H -3.37766 -2.71356 -0.10237
H -3.92922 -5.92778 1.70959
H -2.45976 -6.73853 1.14011
H -3.76484 -6.37571 0.00743
H -1.22125 -3.90091 -0.94766
H -2.24961 -5.23645 -1.51954
H -0.89828 -5.56384 -0.41918
O -1.41579 0.62475 -2.89654
S -0.78422 1.77633 -3.53309
O 0.41793 2.24874 -2.85823
O -0.67726 1.69567 -4.97592
C -2.03433 3.09460 -3.23115
C -2.54336 3.70514 -4.37270
C -3.53735 4.66736 -4.30765
C -4.05391 5.03530 -3.07579
C -3.54671 4.43786 -1.93368
C -2.53621 3.47388 -1.98456
P -1.92675 2.81238 -0.38332
C -1.70692 4.38655 0.53659
C -2.66439 4.97811 1.36544
C -2.39045 6.16481 2.02474
C -1.15872 6.78476 1.86238
C -0.20008 6.20636 1.04758
C -0.46964 5.00825 0.39874
C -3.41176 2.08299 0.35572
C -3.33892 1.81683 1.73143
C -4.32890 1.08709 2.36046
C -5.40084 0.59107 1.62676
C -5.46916 0.83149 0.26651
C -4.47863 1.57355 -0.36923
H -2.13887 3.39156 -5.32558
H -3.90908 5.12072 -5.21915
H -4.83777 5.77921 -2.99661
H -3.94588 4.73165 -0.97121
H -3.61872 4.48578 1.50772
H -3.13917 6.60639 2.67174
H -0.94328 7.71094 2.38193
H 0.76884 6.67403 0.92601
H 0.28904 4.54583 -0.22252
H -2.48379 2.15685 2.30485
H -4.24186 0.87489 3.41882
H -6.16401 -0.00566 2.11080
H -6.28487 0.42672 -0.31976
H -4.53037 1.73332 -1.43876